DFT (ωB97M-V with the def2-TZVPD basis set) results for a gas-phase ion, C4H2O (charge -1) at a distorted geometry.

Computed properties:
Lowest unoccupied orbital energy (alpha / beta) in eV: 3.9 / 3.6
Relative energy (zero: lowest compared OMol25 entry of this formula, charge and spin) in kcal/mol: 45.56
Orbital gap (alpha / beta) in eV: 6.343 / 5.941
2S+1: 2
<S²>: 0.773
Charge: -1

Each atom is followed by the atoms it is bonded to, with distances in Å.
CARTESIAN COORDINATES (ANGSTROEM)
1 O -0.48 1.17 -1.25  C2 1.331, H6 0.965
2 C -0.44 0.50 -0.10  O1 1.331, C5 1.362
3 C -1.27 -1.35 1.19  C4 1.309
4 C 0.00 -1.04 1.33  C3 1.309, C5 1.448
5 C 0.62 0.06 0.63  C2 1.362, C4 1.448, H7 1.099
6 H -0.04 0.71 -1.97  O1 0.965
7 H 1.61 -0.04 0.16  C5 1.099